No. 1
The following is a quantum chemistry calculation of a molecular structure, C29H33IKN3O3, from OMol25.

```
70
Properties=species:S:1:pos:R:3:mulliken_charge:R:1
I -1.3061 -2.7944 -2.9672 0.047
K -0.5710 0.3087 0.2666 0.940
O 0.9842 -1.2290 1.6804 -0.671
O -2.8121 -1.0215 1.1143 -0.449
O -0.5745 -2.4377 0.6155 -0.911
N -2.8715 0.2708 -1.3371 0.203
N 2.7770 -3.3071 1.3813 -0.311
N 0.7772 -0.9447 -2.0300 -0.266
C -4.7023 -1.0498 -2.0976 -0.853
C 1.4939 2.2418 1.7310 1.163
C 3.1871 -5.5964 0.8006 -0.383
C 0.9913 -4.6944 0.6018 -0.422
C 1.5894 2.8131 0.4567 1.126
C 0.5664 -2.2715 1.1475 0.322
C 0.1659 1.5383 3.7337 -2.423
C 1.6306 -3.1521 -2.3784 -0.392
C 0.2693 2.2662 2.4150 1.215
C -1.9887 4.0072 -0.1181 -2.602
C -2.7909 0.8008 -2.5600 -0.273
C -3.6392 0.4683 -3.5971 -0.767
C 0.6156 -2.2057 -2.3797 -0.071
C -4.6231 -0.4815 -3.3532 -0.378
C 2.8995 2.7797 -0.2973 -2.429
C 0.4701 3.4259 -0.1287 1.088
C 2.6822 1.5832 2.3859 -2.219
C 2.8876 -2.7482 -1.9633 -0.470
C 1.4970 -3.4788 1.0556 0.711
C -3.9070 -1.2600 0.2787 -0.887
C -3.8040 -0.6471 -1.1094 0.673
C -0.7543 3.4402 0.5492 1.495
C 0.6209 4.0952 -1.4751 -2.324
C 1.9988 -0.5706 -1.6364 -0.089
C 3.0797 -1.4299 -1.5789 -0.570
C 3.5935 -4.3487 1.2506 -0.446
C -0.8425 2.8925 1.8394 0.846
C -2.1443 2.9709 2.6044 -2.346
C 1.8508 -5.7709 0.4741 -0.449
H -4.7913 -0.8294 0.7609 0.321
H 0.5842 2.1266 4.5556 0.365
H 4.0379 -1.0794 -1.2228 0.416
H -5.4425 -1.8078 -1.8726 0.423
H 2.7473 2.8096 -1.3747 0.511
H 0.7027 3.3692 -2.2898 0.331
H 2.6975 1.7926 3.4549 0.450
H -2.7078 3.8623 2.3379 0.489
H 3.7010 -3.4608 -1.9197 0.401
H -0.0574 -4.7563 0.3503 0.424
H 0.7114 0.5964 3.6817 0.364
H -2.0705 5.0889 0.0213 0.349
H 1.4890 -6.7304 0.1254 0.413
H 4.6305 -4.1790 1.5236 0.390
H -2.7826 2.1024 2.4112 0.317
H 3.6244 1.9371 1.9762 0.523
H 3.5289 3.6370 -0.0399 0.341
H 2.6319 0.4962 2.2645 0.244
H -4.1056 -2.3315 0.1638 0.385
H 1.5256 4.7035 -1.4999 0.449
H -2.8961 3.5535 0.2725 0.473
H -0.2132 4.7530 -1.6996 0.478
H -1.9982 1.5263 -2.7152 0.322
H -1.9821 3.8145 -1.1897 0.469
H 3.4697 1.8816 -0.0695 0.550
H 2.1003 0.4692 -1.3464 0.453
H -2.1033 -1.6913 0.9603 0.266
H 1.4308 -4.1718 -2.6722 0.435
H -1.9677 3.0144 3.6763 0.518
H -5.3078 -0.7810 -4.1366 0.406
H -0.8630 1.2960 3.9856 0.485
H 3.9017 -6.4047 0.7191 0.405
H -3.5225 0.9303 -4.5674 0.411
```

Properties
Spin multiplicity: 1
Net charge: 0
LUMO (eV): 0.309

No. 2
The following is a quantum chemistry calculation of a molecular structure, C5H10O, from OMol25.

```
16
Properties=species:S:1:pos:R:3:mulliken_charge:R:1
O 2.6842 -0.7838 -0.8946 -0.420
C -1.7371 -1.0056 0.0899 -1.189
C -0.2034 2.0122 0.3320 -0.671
C 0.0489 0.6492 0.3911 -0.301
C 2.3785 -1.0265 0.2483 -0.075
C -0.6879 -0.1624 -0.6453 -0.244
H 1.6036 -1.7723 0.5077 0.222
H -1.2693 -1.6217 0.8652 0.313
H 0.0159 -0.8280 -1.1594 0.260
H -2.2641 -1.6651 -0.6065 0.353
H 0.9018 1.4974 -0.0884 0.266
H 2.8752 -0.5447 1.1116 0.271
H -0.9155 2.4758 -0.3711 0.261
H -2.4815 -0.3665 0.5786 0.314
H -1.1914 0.4460 -1.4177 0.327
H 0.2419 2.6962 1.0586 0.313
```

Properties
Spin multiplicity: 1
Net charge: 0
LUMO (eV): 0.908

No. 3
The following is a quantum chemistry calculation of 19 unconnected molecules or ions with the total composition H38O19 at a distorted geometry, from OMol25.

```
57
Properties=species:S:1:pos:R:3:mulliken_charge:R:1
O 3.0304 1.2132 0.0316 -0.616
O -2.2918 -4.1754 -2.5003 -0.605
O -1.6637 2.3809 1.5151 -0.652
O -0.8075 -5.6868 -0.4138 -0.615
O -4.2012 -1.5130 -1.3378 -0.637
O -4.4284 1.5379 1.1389 -0.620
O -0.7091 1.5195 -4.1557 -0.608
O 4.8857 3.6443 0.6913 -0.609
O 3.1047 4.8997 2.8822 -0.644
O 2.4874 2.3298 3.0830 -0.685
O 0.0014 -2.7176 -2.6918 -0.600
O 2.1139 1.1611 -4.4989 -0.666
O 1.2125 -0.8333 6.1135 -0.632
O 1.6581 -0.7484 -2.6396 -0.691
O 3.1512 -3.1179 -0.9776 -0.596
O -1.7619 -0.0711 -1.0331 -0.470
O -0.9390 4.2749 3.7684 -0.642
O 0.4113 0.3807 0.7730 -0.643
O -3.5958 -3.8053 0.5131 -0.644
H 0.8250 -1.1886 -2.8084 0.385
H 3.9820 -2.8405 -1.3635 0.312
H -3.9142 -2.1274 -0.6622 0.404
H -0.1480 1.1449 0.9123 0.329
H -2.4679 -0.6127 -1.3860 0.311
H -2.5984 -3.2801 -2.6442 0.314
H -0.1469 -0.2440 0.3099 0.277
H 2.9157 3.9946 2.6345 0.387
H 1.9650 2.2641 2.2836 0.353
H 4.6121 4.5504 0.8339 0.322
H -3.5278 -3.9980 -0.4220 0.280
H 0.2122 1.7256 -3.9975 0.340
H 2.1538 0.8690 0.2025 0.380
H 2.7971 -3.7523 -1.6007 0.286
H -1.6103 -5.4178 -0.8603 0.326
H 1.4900 -1.2209 5.2835 0.318
H -0.6202 -3.1455 -2.1029 0.282
H -2.4879 1.9004 1.5927 0.306
H 1.4518 0.0905 6.0388 0.317
H -4.6481 2.0520 0.3620 0.314
H -0.1461 -5.0627 -0.7124 0.299
H -0.8249 1.6453 -5.0975 0.279
H -1.7101 3.0490 2.1989 0.313
H 1.7346 -0.7374 -1.6855 0.278
H 4.0858 3.1313 0.8058 0.281
H 2.4604 2.0206 -4.2591 0.343
H 0.5513 -3.4296 -3.0187 0.258
H 2.8366 4.9585 3.7992 0.276
H 2.1325 0.6590 -3.6842 0.416
H -0.0182 4.2438 3.5088 0.325
H -5.1727 0.9472 1.2542 0.285
H -0.9168 4.3626 4.7214 0.305
H -4.8465 -0.9585 -0.8994 0.255
H -3.8158 -4.6453 0.9159 0.309
H -2.9890 -4.7276 -2.8542 0.268
H -2.1570 0.7932 -0.9184 0.211
H 3.2898 1.8466 2.8856 0.315
H 3.6130 0.4668 0.1723 0.315
```

Properties
Spin multiplicity: 1
Net charge: 0
LUMO (eV): -0.448

Energy relative to the best compared isomer or geometry (same formula, charge and spin), record by record: 0.0, 460.3, 277.5 kJ/mol
Orbital gap, record by record: 8.88, 9.41, 9.92 eV